Density functional theory data (ωB97M-V/def2-TZVPD) for a structure of composition C30H49AlBCaCl2FN4O11S in a non-equilibrium geometry.

Calculated values
**Calculated total energy**: -4582.2666 Eh
**E_LUMO**: -5.18 eV

Last column: Löwdin charge in e.
CARTESIAN COORDINATES (ANGSTROEM)
C (4.42993, 2.39856, 3.56582)  -0.104
C (3.96736, 1.62633, 2.28748)  -0.280
C (3.15977, 2.59486, 1.39835)  -0.237
C (1.73996, 2.79126, 2.02460)  -0.212
C (0.74380, 3.25690, 0.91342)  -0.197
C (-0.47052, 4.00220, 1.56973)  -0.141
C (-1.76518, 3.34594, 1.05845)  -0.230
C (-1.78968, 3.53009, -0.42681)  -0.197
N (-1.96193, 3.43537, -1.55268)  0.193
C (-3.08575, 3.96423, 1.60489)  -0.214
C (-3.47181, 5.22162, 0.92423)  -0.173
N (-3.48862, 6.26529, 0.45929)  0.209
C (-4.22469, 2.89084, 1.30479)  -0.139
O (-5.42691, 3.51582, 0.93279)  -0.108
C (-6.59535, 3.03695, 1.56529)  -0.170
C (-7.58082, 2.48768, 0.50822)  -0.148
O (-7.37753, 1.09048, 0.31294)  -0.260
C (-8.04198, 0.28869, 1.28240)  -0.254
C (-7.32771, -1.07782, 1.31573)  -0.085
B (-3.12207, 4.21863, 3.18029)  -0.606
O (-2.25885, 3.64011, 4.06968)  0.204
O (-4.13180, 5.05327, 3.67741)  0.025
C (-5.06813, 4.30231, 4.46872)  -0.053
H (4.68052, 3.43406, 3.31948)  0.064
H (3.58829, 2.40703, 4.26395)  0.066
H (5.29400, 1.88480, 3.99407)  0.063
H (4.80343, 1.17484, 1.75670)  0.044
H (3.29214, 0.83978, 2.63979)  0.082
H (3.01998, 2.23178, 0.38037)  0.072
H (3.60445, 3.59760, 1.37150)  0.104
H (1.37447, 1.83112, 2.40090)  0.078
H (1.77490, 3.55873, 2.80348)  0.105
H (1.24732, 3.86113, 0.15504)  0.113
H (0.36731, 2.33746, 0.43395)  0.053
H (-0.40525, 5.06985, 1.33574)  0.131
H (-0.33081, 3.89732, 2.64554)  0.096
H (-1.72862, 2.28029, 1.30137)  0.142
H (-3.86657, 2.26741, 0.47573)  0.097
H (-4.30578, 2.24719, 2.19116)  0.134
H (-7.09701, 3.89140, 2.04123)  0.132
H (-6.42613, 2.23339, 2.28876)  0.116
H (-8.62038, 2.72172, 0.76285)  0.131
H (-7.30651, 2.97537, -0.43238)  0.136
H (-7.98867, 0.70076, 2.30075)  0.115
H (-9.10655, 0.17228, 1.04050)  0.128
H (-7.79855, -1.72426, 0.57211)  0.081
H (-7.36994, -1.51813, 2.31507)  0.083
H (-6.26000, -0.90901, 1.09083)  -0.022
H (-2.38579, 4.10615, 4.90633)  0.124
H (-5.20854, 3.28253, 4.09147)  0.081
H (-4.71357, 4.19382, 5.50281)  0.093
H (-6.01752, 4.83781, 4.45686)  0.100
C (-5.82956, 0.35698, -3.15057)  -0.085
C (-6.80172, -0.82518, -3.07927)  -0.700
O (-7.62904, -0.94067, -3.95295)  0.079
O (-6.60125, -1.57622, -2.03402)  -0.119
H (-6.00421, 0.99356, -4.01387)  0.115
H (-5.95338, 0.97367, -2.23927)  0.002
H (-4.79808, -0.01071, -3.19678)  0.081
Al (-5.42725, -0.25384, -0.98131)  0.777
C (2.71913, -2.39436, 1.22824)  -0.056
C (2.45925, -1.08686, 0.68147)  -0.360
N (2.22630, -0.02948, 0.24347)  0.066
H (1.79130, -2.95414, 1.35144)  0.093
H (3.37201, -2.97536, 0.57645)  0.044
H (3.20161, -2.31881, 2.20233)  0.105
C (5.40972, -3.71736, -1.52567)  -0.144
C (5.49890, -2.46336, -2.36605)  -0.215
C (6.36035, -1.36110, -1.74005)  -0.211
C (5.81573, -0.96067, -0.43956)  -0.190
N (5.35780, -0.64798, 0.56045)  0.195
H (4.94652, -3.53627, -0.55981)  0.034
H (4.81968, -4.48274, -2.03727)  0.094
H (6.49902, -4.18724, -1.31474)  -0.134
H (4.48050, -2.08799, -2.52969)  0.127
H (5.91513, -2.71252, -3.34434)  0.123
H (6.38428, -0.48530, -2.39652)  0.117
H (7.38174, -1.72236, -1.60803)  0.032
O (3.68535, -5.27771, 0.70369)  -0.055
H (3.20253, -6.01026, 0.30574)  0.030
H (4.51855, -5.66987, 0.98868)  0.057
Cl (7.80659, -4.09429, -0.36965)  0.278
O (8.81358, -3.96942, -4.22080)  -0.343
S (9.82526, -3.17762, -3.55081)  0.214
O (9.09279, -2.10580, -2.70849)  -0.714
O (10.65583, -2.37981, -4.49645)  -0.429
O (10.65216, -3.95437, -2.64451)  -0.364
Ca (9.89331, -0.23836, -2.55200)  1.621
Cl (0.05989, -0.31977, 0.97609)  0.239
F (2.25293, -6.18414, -1.62058)  0.040
C (1.67515, -5.63982, -2.71605)  -0.284
C (1.83521, -6.25997, -3.93790)  -0.015
C (1.23850, -5.69877, -5.05766)  -0.077
C (0.50237, -4.52681, -4.94148)  -0.091
C (0.35732, -3.91598, -3.70325)  -0.078
C (0.94358, -4.47753, -2.57810)  -0.018
H (2.41946, -7.16818, -4.00805)  0.120
H (1.34885, -6.17656, -6.02179)  0.107
H (0.04148, -4.08992, -5.81755)  0.103
H (-0.21282, -3.00102, -3.61212)  0.107
H (0.83554, -4.02153, -1.60201)  0.114